DFT (ωB97M-V/def2-TZVPD) results for a molecular structure, C49H51N7O7Re.

Values from the calculation:
Lowest unoccupied orbital energy (alpha / beta) in eV: 4.1 / 3.9
F_max in eV Å⁻¹: 2.883
Multiplicity: 4
Charge: -2
Orbital gap (alpha / beta) in eV: 4.0 / 5.6
HOMO level (alpha / beta) in eV: 0.0250 / -1.6801

Last column: Mulliken spin population.
Atoms and positions in Å:
Re  0.0017  0.0932  -0.1842  1.439
C  -6.1033  -1.5445  0.8854  -0.001
C  -5.3436  -1.3226  -0.4270  0.000
C  -4.1642  -0.4305  -0.2221  -0.017
C  -4.0859  0.9216  -0.4159  0.013
C  -5.1217  1.8295  -0.9881  0.006
C  -5.8940  2.5867  0.0931  0.004
C  -2.7422  1.3111  -0.0624  0.069
C  -2.2296  2.6011  -0.0162  -0.045
C  -0.9209  2.9634  0.3011  0.155
C  -0.4285  4.3126  0.2334  -0.024
C  -1.1853  5.4797  -0.3113  0.012
C  -1.9789  6.2408  0.7519  0.008
C  0.8786  4.2759  0.6405  0.086
C  1.1785  2.9076  0.9672  0.027
C  2.4279  2.5109  1.4348  0.104
C  2.8376  1.2145  1.7136  -0.022
N  2.0114  0.1545  1.7154  0.165
C  2.7725  -0.9492  1.7979  -0.019
C  2.2694  -2.2373  1.6888  0.168
C  0.9666  -2.5894  1.3511  -0.018
N  -0.0628  -1.7676  0.9947  0.052
C  -1.1751  -2.5600  0.8533  0.117
C  -2.4620  -2.1524  0.5156  -0.002
C  -2.8591  -0.8595  0.2108  0.060
N  -2.0159  0.2081  0.2571  -0.005
C  -0.8308  -3.9288  1.1088  -0.033
C  0.5050  -3.9508  1.3917  0.096
C  1.3603  -5.1410  1.6688  0.010
C  1.5380  -5.4029  3.1659  0.016
C  -1.7809  -5.0777  1.0861  0.008
C  -2.5415  -5.1995  2.4097  0.006
C  4.1741  -0.5840  1.9087  -0.054
C  4.2150  0.7792  1.8609  -0.024
C  5.4129  1.6729  1.8314  0.009
C  5.6578  2.3572  3.1769  -0.004
C  5.3170  -1.5460  1.9303  -0.001
C  5.5595  -2.1411  3.3191  -0.003
N  0.0815  2.1252  0.7187  0.041
C  1.8552  5.4077  0.6935  0.014
C  1.9968  5.9850  2.1028  0.012
H  -6.9313  -2.2417  0.7493  -0.001
H  -6.5053  -0.6001  1.2513  0.001
H  -5.4334  -1.9472  1.6437  0.000
H  -6.0195  -0.8769  -1.1619  0.000
H  -5.0202  -2.2871  -0.8253  -0.001
H  -5.8279  1.2447  -1.5847  -0.001
H  -4.6289  2.5354  -1.6602  0.000
H  -6.4182  1.8850  0.7411  0.000
H  -6.6268  3.2592  -0.3529  -0.002
H  -5.2111  3.1729  0.7042  0.000
H  -2.9044  3.3994  -0.2840  0.010
H  -1.8638  5.1234  -1.0874  0.002
H  -0.4832  6.1724  -0.7824  0.000
H  -2.6639  5.5726  1.2677  0.000
H  -2.5543  7.0446  0.2927  -0.001
H  -1.3090  6.6775  1.4902  -0.002
H  3.1835  3.2818  1.5057  0.066
H  2.9633  -3.0483  1.8539  0.069
H  -3.2202  -2.9202  0.4604  0.010
H  2.3419  -4.9905  1.2150  0.005
H  0.9103  -6.0192  1.2005  0.000
H  2.0187  -4.5525  3.6454  0.000
H  2.1548  -6.2881  3.3234  -0.002
H  0.5721  -5.5615  3.6420  -0.002
H  -1.2222  -5.9983  0.9095  -0.001
H  -2.4931  -4.9659  0.2675  0.001
H  -1.8460  -5.3912  3.2251  0.000
H  -3.2602  -6.0182  2.3691  -0.001
H  -3.0766  -4.2777  2.6314  0.000
H  5.2763  2.4323  1.0570  -0.003
H  6.2944  1.0865  1.5582  0.001
H  4.7878  2.9421  3.4633  0.000
H  6.5233  3.0173  3.1239  0.000
H  5.8335  1.6131  3.9505  0.001
H  6.2277  -1.0403  1.5958  0.000
H  5.1191  -2.3556  1.2232  -0.003
H  5.8508  -1.3620  4.0215  0.001
H  6.3535  -2.8877  3.2805  0.000
H  4.6514  -2.6107  3.6903  0.000
H  1.5307  6.1980  0.0121  0.000
H  2.8312  5.0582  0.3481  0.006
H  1.0307  6.3273  2.4659  -0.003
H  2.6913  6.8250  2.1127  -0.001
H  2.3617  5.2213  2.7846  0.000
O  -1.9280  2.2804  -3.2976  0.006
C  -1.3539  1.3073  -2.8060  -0.005
O  -0.4385  1.4164  -1.9392  0.041
C  -1.7553  -0.0731  -3.3319  0.016
C  -2.4862  -0.0638  -4.4889  0.000
C  -2.9341  -1.2367  -5.1180  0.001
C  -2.6641  -2.4615  -4.5126  0.002
C  -1.9118  -2.5113  -3.3548  -0.003
C  -1.3753  -1.3231  -2.7199  0.009
O  -0.6665  -1.4605  -1.6909  0.020
N  -1.6493  -3.7820  -2.7963  0.000
O  -2.5010  -4.6648  -2.9678  0.000
O  -0.6095  -3.9831  -2.1846  0.000
N  -3.6112  -1.1735  -6.3394  0.000
O  -3.8182  -0.0664  -6.8572  0.001
O  -3.9799  -2.2311  -6.8780  0.001
H  -2.7151  0.8928  -4.9364  0.001
H  -3.0034  -3.3788  -4.9698  0.000
N  1.6582  -0.0186  -0.9317  0.151
C  2.6369  0.0708  -1.7768  0.029
C  3.5626  1.1522  -1.7233  0.052
C  4.5933  1.2428  -2.6232  -0.043
C  4.7642  0.2811  -3.6144  0.083
C  3.8752  -0.7877  -3.6842  -0.040
C  2.8392  -0.9076  -2.7929  0.076
H  3.3970  1.8963  -0.9602  0.016
H  5.2793  2.0811  -2.5655  -0.004
H  5.5690  0.3708  -4.3316  0.009
H  4.0018  -1.5369  -4.4572  -0.003
H  2.1425  -1.7310  -2.8377  0.009


DFT (ωB97M-V/def2-TZVPD) results for a molecular structure, C49H52MnN2OP2Se2.

Values from the calculation:
Lowest unoccupied orbital energy (alpha / beta) in eV: -4.1 / -4.8
F_max in eV Å⁻¹: 0.433
Multiplicity: 6
Charge: +2
Orbital gap (alpha / beta) in eV: 8.8 / 8.0
HOMO level (alpha / beta) in eV: -12.8876 / -12.8851

Last column: Mulliken spin population.
Atoms and positions in Å:
Mn  -0.3939  -0.3664  -0.3858  4.842
C  4.5367  -1.9752  3.9535  0.000
C  4.1201  -0.5368  3.5916  0.000
C  4.9942  0.4614  4.3616  0.000
C  2.6563  -0.3644  3.9625  0.003
C  2.2551  -0.2490  5.2900  0.000
C  0.9194  -0.2198  5.6573  0.001
C  -0.0592  -0.3060  4.6860  -0.003
C  0.2978  -0.3887  3.3433  -0.037
P  -0.9557  -0.6382  2.0627  0.071
C  -2.3700  0.4022  2.5213  0.013
C  -3.6385  0.0693  2.0458  0.018
C  -4.7280  0.8735  2.3395  -0.004
C  -4.5596  2.0222  3.1019  0.003
C  -3.2947  2.3777  3.5471  -0.002
C  -2.2000  1.5772  3.2509  0.017
C  -1.4483  -2.3653  2.3316  -0.076
C  -2.4770  -2.7615  3.1796  -0.004
C  -2.7240  -4.1114  3.3821  0.001
C  -1.9411  -5.0683  2.7528  0.001
C  -0.9023  -4.6781  1.9179  0.014
C  -0.6609  -3.3313  1.7058  0.034
C  1.6510  -0.4238  3.0044  -0.005
O  1.9232  -0.5720  1.6622  -0.126
C  3.2151  -0.4041  1.2185  0.037
C  3.3757  -0.3194  -0.1628  -0.113
C  4.6604  -0.1899  -0.6849  -0.003
C  5.7520  -0.1376  0.1583  0.000
C  5.5604  -0.2150  1.5286  0.000
C  4.2962  -0.3540  2.0929  -0.001
P  1.9655  -0.2934  -1.3029  0.201
C  2.3387  -1.6537  -2.4486  -0.020
C  2.9185  -2.8148  -1.9368  0.018
C  3.1327  -3.9110  -2.7577  0.000
C  2.7784  -3.8563  -4.0984  0.003
C  2.2046  -2.7023  -4.6147  -0.004
C  1.9759  -1.6086  -3.7934  0.020
C  2.1788  1.2712  -2.1999  -0.075
C  2.9863  1.4063  -3.3275  -0.006
C  3.1539  2.6489  -3.9178  0.001
C  2.5288  3.7662  -3.3815  0.000
C  1.7370  3.6404  -2.2491  0.009
C  1.5601  2.3976  -1.6642  0.020
H  4.4182  -2.1468  5.0232  0.000
H  5.5810  -2.1442  3.6913  0.000
H  3.9258  -2.7052  3.4205  0.000
H  4.8925  0.3225  5.4356  0.000
H  4.7273  1.4896  4.1189  0.000
H  6.0480  0.3157  4.1350  0.000
H  3.0055  -0.2067  6.0666  0.000
H  0.6465  -0.1482  6.7001  0.000
H  -1.1033  -0.3109  4.9707  0.000
H  -3.7844  -0.8352  1.4657  0.000
H  -5.7129  0.5918  1.9918  0.000
H  -5.4146  2.6354  3.3530  0.000
H  -3.1583  3.2722  4.1396  0.000
H  -1.2212  1.8586  3.6152  0.001
H  -3.0870  -2.0255  3.6870  0.000
H  -3.5263  -4.4157  4.0402  0.000
H  -2.1363  -6.1186  2.9173  0.000
H  -0.2818  -5.4233  1.4384  0.001
H  0.1693  -3.0288  1.0676  0.006
H  4.8032  -0.1284  -1.7559  0.000
H  6.7492  -0.0387  -0.2452  0.000
H  6.4261  -0.1822  2.1742  0.000
H  3.2208  -2.8615  -0.8980  -0.001
H  3.5920  -4.8025  -2.3532  0.000
H  2.9608  -4.7051  -4.7421  0.000
H  1.9454  -2.6496  -5.6639  0.000
H  1.5309  -0.7117  -4.2056  0.001
H  3.4933  0.5481  -3.7488  0.000
H  3.7825  2.7462  -4.7921  0.000
H  2.6663  4.7345  -3.8415  0.000
H  1.2623  4.5117  -1.8186  0.000
H  0.9413  2.3152  -0.7735  0.004
C  -0.6489  -0.2511  -5.4278  0.000
Se  -1.0553  0.4750  -3.6707  0.041
C  -2.7266  -0.4902  -3.3965  0.000
C  -2.5497  -1.9733  -3.1473  0.015
Se  -1.7203  -2.3905  -1.4228  0.057
C  -0.5040  -3.7807  -2.0233  0.013
H  -1.4905  -0.0820  -6.0943  0.002
H  -0.4097  -1.3104  -5.3738  0.000
H  0.2140  0.2938  -5.8040  0.000
H  -3.3426  -0.3442  -4.2855  0.001
H  -3.2378  -0.0057  -2.5623  -0.006
H  -1.9179  -2.4384  -3.9042  0.000
H  -3.5135  -2.4835  -3.1420  0.001
H  -1.1083  -4.6047  -2.3937  0.000
H  0.0697  -4.1077  -1.1598  0.004
H  0.1604  -3.3912  -2.7889  -0.006
N  -1.5772  1.3345  -0.6876  -0.055
C  -2.2374  2.2801  -0.8447  0.060
N  -2.9690  3.3209  -1.0239  0.009
C  -3.2323  3.8668  -2.3724  0.001
C  -4.7318  4.0224  -2.5683  0.001
C  -5.3402  4.8561  -1.4444  0.000
C  -5.0350  4.2352  -0.0839  0.001
C  -3.5373  4.0675  0.1167  0.004
H  -2.7719  3.2033  -3.1041  0.000
H  -2.7309  4.8379  -2.4276  0.000
H  -5.1968  3.0323  -2.5913  0.000
H  -4.9116  4.4874  -3.5383  0.000
H  -6.4176  4.9445  -1.5823  0.000
H  -4.9335  5.8711  -1.4835  0.000
H  -5.5146  3.2561  -0.0053  0.000
H  -5.4274  4.8552  0.7231  0.000
H  -3.2997  3.5225  1.0305  -0.003
H  -3.0365  5.0399  0.1468  0.000


Look up the F_max of the first one.
2.883 eV Å⁻¹